Record 1
C17H40BrFO9S2Si2 | wB97M-V/def2-TZVPD

Atoms and positions in Å:
C: 2.74351 -2.33841 0.38715
C: 2.36631 -3.94168 0.09804
C: 1.31423 -3.98291 -1.19429
C: 1.88056 -4.90111 -2.43039
Si: -0.50872 -4.43664 -0.65649
F: -0.54752 -5.09974 0.97890
C: -1.29596 -5.82022 -1.80804
C: -2.93173 -5.75233 -1.47626
O: -3.58266 -7.07208 -1.50156
C: -4.65856 -6.99827 -0.48972
C: -5.76124 -5.79472 -0.33683
O: -4.73231 -8.00142 0.42472
O: -1.48066 -2.99993 -0.91372
Si: -1.92693 -2.19959 0.58254
C: -3.75070 -1.57986 0.46973
C: -4.00418 -0.34451 -0.57655
C: -5.33561 -0.59768 -1.55093
Br: -2.45523 0.11147 -1.75467
H: 3.46679 -2.03414 -0.49583
H: 3.18867 -2.16030 1.45584
H: 1.73665 -1.71803 0.26728
H: 3.36999 -4.52927 -0.11311
H: 1.89249 -4.33352 1.09389
H: 1.28763 -2.86356 -1.59654
H: 1.40982 -4.59370 -3.48262
H: 3.04252 -4.65243 -2.53637
H: 1.74744 -6.05583 -2.29230
H: -1.19151 -5.47334 -2.93694
H: -0.84996 -6.88260 -1.59643
H: -3.42704 -4.95950 -2.18801
H: -3.00279 -5.31551 -0.37864
H: -5.22936 -4.89215 0.23451
H: -6.67946 -6.09354 0.36247
H: -6.13443 -5.36319 -1.37823
H: -0.99974 -1.05277 0.75692
H: -1.84982 -3.04896 1.77897
H: -4.46930 -2.47793 0.19534
H: -4.05598 -1.24896 1.57362
H: -4.26416 0.62967 0.05014
H: -5.21909 -1.57410 -2.21838
H: -6.34403 -0.63970 -0.92333
H: -5.37407 0.33529 -2.28941
O: 4.36618 0.34010 2.27376
S: 3.35522 1.20090 2.84782
O: 2.03189 1.32319 2.27278
O: 3.97854 2.69343 3.04611
C: 4.54617 3.34912 1.92055
C: 3.47381 3.89218 0.99428
C: 3.17893 0.80030 4.56840
H: 5.23007 2.68075 1.38633
H: 5.14309 4.18367 2.30271
H: 2.91150 3.08007 0.52375
H: 3.91867 4.49767 0.19984
H: 2.75538 4.50342 1.54940
H: 4.16909 0.74818 5.02376
H: 2.68176 -0.16964 4.63870
H: 2.56774 1.56627 5.04932
O: 1.05595 6.42955 0.88035
S: 1.25461 6.70564 -0.52566
O: 2.55699 6.61197 -1.15164
O: 0.60918 8.15991 -0.87783
C: 1.03195 9.29149 -0.12963
C: 2.40509 9.76624 -0.56775
C: 0.11444 5.72023 -1.46425
H: 1.01084 9.07651 0.94422
H: 0.30383 10.08820 -0.31382
H: 3.17465 9.02944 -0.31870
H: 2.66613 10.70570 -0.07285
H: 2.43683 9.91287 -1.65190
H: -0.88090 5.81715 -1.02791
H: 0.44708 4.68115 -1.41364
H: 0.12135 6.06199 -2.50093

Computed properties:
strongest force on any atom = 0.1744 Eh/bohr
calculated total energy = -5398.03933 Eh


Record 2
C17H40MnNP3Se | wB97M-V/def2-TZVPD

Atoms and positions in Å:
Mn: -2.03106 -0.42811 -1.74066
P: -2.56759 -2.05244 -0.21526
P: 2.03352 0.64958 1.53144
P: 0.39138 -0.84027 -2.45785
H: -2.76368 1.98888 -2.64454
C: -2.41052 0.99523 -2.98330
C: -3.43622 -0.15179 -3.00259
H: -4.47245 0.01770 -2.64445
C: -3.87048 -1.53595 0.93426
C: -1.27422 -2.76380 0.84271
C: -3.15524 -3.37121 -1.29329
C: 3.51907 1.40366 2.29173
C: 0.68296 0.55794 2.75551
C: 2.35531 -1.12825 1.27852
C: 0.35776 -0.53232 -4.25194
C: 0.72026 -2.65033 -2.36825
C: 2.12042 -0.24369 -2.18376
H: -1.72689 1.18732 -3.85190
H: -3.45535 -0.86558 -3.85394
H: -4.60562 -0.90522 0.42183
H: -3.45033 -0.95360 1.76650
H: -4.38394 -2.41861 1.33100
H: -0.96360 -2.04498 1.60849
H: -0.38566 -3.01357 0.25599
H: -1.64324 -3.67103 1.33488
H: -4.13816 -3.09504 -1.69174
H: -3.24674 -4.29292 -0.71391
H: -2.45367 -3.54760 -2.12258
H: 4.04797 0.69823 2.96234
H: 3.20544 2.31737 2.82965
H: 4.17310 1.71081 1.45060
H: 1.04740 0.10945 3.69358
H: -0.13009 -0.07214 2.36249
H: 0.29787 1.56066 2.97296
H: 3.05598 -1.50078 2.04154
H: 2.78720 -1.34587 0.29944
H: 1.42817 -1.71936 1.36392
H: 1.17303 -1.07429 -4.74423
H: 0.48130 0.54274 -4.42069
H: -0.59685 -0.85346 -4.67157
H: 1.48909 -2.92158 -3.10813
H: -0.19384 -3.22280 -2.57509
H: 1.08511 -2.92327 -1.36701
H: 2.81191 -0.80253 -2.83774
H: 2.44459 -0.36594 -1.14695
H: 2.21929 0.82321 -2.41998
C: 1.19316 3.29957 -2.81572
C: 0.02136 3.59256 -3.57912
C: 0.05062 3.70745 -4.96495
C: 1.25354 3.50434 -5.66289
C: 2.41356 3.20192 -4.93489
C: 2.39087 3.10226 -3.55895
Se: 1.31059 3.21154 -0.96663
H: 1.92901 1.67424 0.47274
H: -0.92302 3.74092 -3.04473
H: -0.83343 4.00459 -5.53914
H: 1.32789 3.66764 -6.72895
H: 3.34668 3.08057 -5.49077
H: 3.30005 2.85347 -3.00290
N: -2.08335 1.19621 -0.24304
H: -1.81108 0.95153 0.71478
H: -3.02797 1.59301 -0.16350
H: -1.46224 1.97184 -0.52184

Computed properties:
ΔE to the lowest compared entry with this formula, charge and spin = 0.0 kcal per mole
spin multiplicity = 5
strongest force on any atom = 0.0759 Eh/bohr
calculated total energy = -5301.90129 Eh
charge = +3


Look up the calculated total energy of the second one. -5301.90129 Eh


What did the second record say?
C17H40MnNP3Se | wB97M-V/def2-TZVPD

Atoms and positions in Å:
Mn: -2.03106 -0.42811 -1.74066
P: -2.56759 -2.05244 -0.21526
P: 2.03352 0.64958 1.53144
P: 0.39138 -0.84027 -2.45785
H: -2.76368 1.98888 -2.64454
C: -2.41052 0.99523 -2.98330
C: -3.43622 -0.15179 -3.00259
H: -4.47245 0.01770 -2.64445
C: -3.87048 -1.53595 0.93426
C: -1.27422 -2.76380 0.84271
C: -3.15524 -3.37121 -1.29329
C: 3.51907 1.40366 2.29173
C: 0.68296 0.55794 2.75551
C: 2.35531 -1.12825 1.27852
C: 0.35776 -0.53232 -4.25194
C: 0.72026 -2.65033 -2.36825
C: 2.12042 -0.24369 -2.18376
H: -1.72689 1.18732 -3.85190
H: -3.45535 -0.86558 -3.85394
H: -4.60562 -0.90522 0.42183
H: -3.45033 -0.95360 1.76650
H: -4.38394 -2.41861 1.33100
H: -0.96360 -2.04498 1.60849
H: -0.38566 -3.01357 0.25599
H: -1.64324 -3.67103 1.33488
H: -4.13816 -3.09504 -1.69174
H: -3.24674 -4.29292 -0.71391
H: -2.45367 -3.54760 -2.12258
H: 4.04797 0.69823 2.96234
H: 3.20544 2.31737 2.82965
H: 4.17310 1.71081 1.45060
H: 1.04740 0.10945 3.69358
H: -0.13009 -0.07214 2.36249
H: 0.29787 1.56066 2.97296
H: 3.05598 -1.50078 2.04154
H: 2.78720 -1.34587 0.29944
H: 1.42817 -1.71936 1.36392
H: 1.17303 -1.07429 -4.74423
H: 0.48130 0.54274 -4.42069
H: -0.59685 -0.85346 -4.67157
H: 1.48909 -2.92158 -3.10813
H: -0.19384 -3.22280 -2.57509
H: 1.08511 -2.92327 -1.36701
H: 2.81191 -0.80253 -2.83774
H: 2.44459 -0.36594 -1.14695
H: 2.21929 0.82321 -2.41998
C: 1.19316 3.29957 -2.81572
C: 0.02136 3.59256 -3.57912
C: 0.05062 3.70745 -4.96495
C: 1.25354 3.50434 -5.66289
C: 2.41356 3.20192 -4.93489
C: 2.39087 3.10226 -3.55895
Se: 1.31059 3.21154 -0.96663
H: 1.92901 1.67424 0.47274
H: -0.92302 3.74092 -3.04473
H: -0.83343 4.00459 -5.53914
H: 1.32789 3.66764 -6.72895
H: 3.34668 3.08057 -5.49077
H: 3.30005 2.85347 -3.00290
N: -2.08335 1.19621 -0.24304
H: -1.81108 0.95153 0.71478
H: -3.02797 1.59301 -0.16350
H: -1.46224 1.97184 -0.52184

Computed properties:
ΔE to the lowest compared entry with this formula, charge and spin = 0.0 kcal per mole
spin multiplicity = 5
strongest force on any atom = 0.0759 Eh/bohr
calculated total energy = -5301.90129 Eh
charge = +3